A molecular structure, C9H10N2O2 at a distorted geometry, computed with ωB97M-V with the def2-TZVPD basis set.

## Properties
- Kohn-Sham gap (eV) = 4.5
- electronic energy (eV) = -16562.76110
- HOMO level (eV) = 2.020
- net charge = -2
- lowest unoccupied orbital energy (eV) = 6.54

Last column: Mulliken charge in e.
Positions of all 23 atoms, in Å:
C: -3.1207 -0.9494 0.0223  -0.37
C: -3.3283 0.3598 -0.1445  -0.41
C: -1.9667 -1.4803 0.5399  -0.76
C: -2.2695 1.2925 0.0740  -0.75
C: -0.9337 -0.5824 0.8409  -0.28
C: -1.1046 0.7525 0.5265  0.74
C: 1.1512 0.2214 1.3716  -0.25
C: 1.9103 0.6444 -1.1443  -1.26
C: 2.3236 0.1710 0.3535  -0.55
N: 0.2699 -0.8196 1.3853  0.72
N: -0.0954 1.5833 1.0142  -0.08
O: 0.7463 -2.0426 1.7503  -0.99
O: 0.5282 2.6110 0.3685  -0.80
H: -3.9435 -1.6663 -0.1322  0.25
H: -4.3211 0.6417 -0.3473  0.37
H: -1.8107 -2.6083 0.6164  0.29
H: -2.4105 2.3373 -0.0982  0.41
H: 1.7817 0.5206 2.3370  0.03
H: 2.7840 0.5636 -1.7813  0.42
H: 1.4369 1.6028 -1.1418  0.31
H: 1.1949 0.0233 -1.6035  0.29
H: 3.2900 0.6369 0.7091  0.37
H: 2.6143 -0.9208 0.2934  0.29

C8H8NO2P in the gas phase at a distorted geometry, computed with ωB97M-V with the def2-TZVPD basis set.

## Properties
- Kohn-Sham gap (eV) = 9.4
- electronic energy (eV) = -23298.66845
- HOMO level (eV) = -8.545
- energy above the lowest of the compared OMol25 structures with the same formula, charge and spin (kcal/mol) = 25.0
- lowest unoccupied orbital energy (eV) = 0.84

Last column: Mulliken charge in e.
Positions of all 20 atoms, in Å:
C: -3.2540 1.3034 -0.3490  -0.88
C: -2.1831 0.2297 -0.7392  0.67
O: -2.3665 -0.7159 -1.4491  -0.58
N: -0.9795 0.5261 -0.1097  -0.03
P: -0.8908 1.4806 1.3722  -0.09
O: 0.5705 0.9288 1.8882  -0.43
C: 1.1884 0.0561 0.9815  0.54
C: 2.4384 -0.5167 1.2372  -0.53
C: 2.9406 -1.3629 0.2899  -0.39
C: 2.2094 -1.7564 -0.8052  -0.38
C: 0.9419 -1.2053 -1.0967  -0.57
C: 0.4551 -0.3522 -0.1357  0.41
H: -4.0745 0.7315 -0.0795  0.32
H: -3.4942 1.9012 -1.1621  0.28
H: -2.8020 1.8705 0.4978  0.25
H: -0.4947 2.6213 0.7516  0.04
H: 2.9318 -0.1418 2.1510  0.38
H: 3.9483 -1.7344 0.3776  0.36
H: 2.6049 -2.4519 -1.6507  0.25
H: 0.3101 -1.4115 -1.9704  0.39

A molecular structure, C60H50IO3PS3Ti at a distorted geometry, computed with ωB97M-V with the def2-TZVPD basis set.

## Properties
- Kohn-Sham gap (alpha / beta) (eV) = 6.3 / 7.5
- spin multiplicity = 3
- electronic energy (eV) = -142173.84674
- HOMO level (alpha / beta) (eV) = -10.987 / -12.253
- net charge = +2
- energy above the lowest of the compared OMol25 structures with the same formula, charge and spin (kcal/mol) = 0.0
- lowest unoccupied orbital energy (alpha / beta) (eV) = -4.73 / -4.78

Last column: Löwdin spin population.
Positions of all 119 atoms, in Å:
Ti: 0.8449 0.2271 1.0416  1.67
I: 1.1392 -0.3269 3.8528  0.03
C: 3.0602 -0.0450 4.6561  0.01
C: 2.9810 -0.1962 6.0085  0.00
C: 4.1289 -0.0873 6.8153  0.00
C: 5.3184 0.1696 6.2197  0.00
C: 5.4188 0.3463 4.8161  0.00
C: 6.6983 0.6416 4.2909  0.00
C: 6.8749 0.8668 2.9661  0.00
C: 5.7615 0.7859 2.1145  0.00
C: 4.4953 0.4830 2.5501  0.01
P: 3.2759 0.3651 1.1777  0.06
C: 3.8260 -1.1367 0.2733  0.01
C: 3.0528 -2.2875 0.4161  0.01
C: 3.4072 -3.4695 -0.2250  0.00
C: 4.5392 -3.5106 -1.0221  0.00
C: 5.3191 -2.3685 -1.1748  0.00
C: 4.9675 -1.1926 -0.5302  0.00
C: 3.7073 1.7819 0.1013  0.01
C: 3.9306 3.0286 0.6863  0.00
C: 4.1528 4.1488 -0.1015  0.00
C: 4.1504 4.0376 -1.4859  0.00
C: 3.9059 2.8061 -2.0777  0.00
C: 3.6744 1.6842 -1.2902  0.00
C: 4.2744 0.2522 3.9559  0.00
H: 2.0277 -0.4086 6.4741  0.00
H: 4.0489 -0.2106 7.8878  0.00
H: 6.2235 0.2521 6.8099  0.00
H: 7.5343 0.6921 4.9799  0.00
H: 7.8502 1.1088 2.5648  0.00
H: 5.9218 0.9866 1.0633  0.00
H: 2.1759 -2.2772 1.0509  0.01
H: 2.8014 -4.3579 -0.0933  0.00
H: 4.8200 -4.4301 -1.5212  0.00
H: 6.2057 -2.3952 -1.7968  0.00
H: 5.5845 -0.3132 -0.6707  0.00
H: 3.9480 3.1221 1.7656  0.00
H: 4.3363 5.1083 0.3661  0.00
H: 4.3458 4.9080 -2.1006  0.00
H: 3.9051 2.7126 -3.1583  0.00
H: 3.4757 0.7327 -1.7641  0.00
C: 1.7735 0.4658 -7.6382  0.00
C: 1.4034 0.2907 -6.1903  0.00
C: 0.9877 -0.9446 -5.7009  0.00
C: 0.6217 -1.0981 -4.3703  0.00
C: 0.6611 0.0102 -3.5330  0.00
C: 1.0899 1.2528 -3.9873  0.00
C: 1.4623 1.3767 -5.3103  0.00
S: 0.0088 -0.2665 -1.9284  0.01
O: 0.7915 0.6017 -0.9286  0.03
C: -1.5846 0.5323 -2.0582  0.00
C: -1.6490 1.9446 -2.0839  0.00
C: -2.8660 2.5499 -2.0570  0.00
C: -4.0588 1.7874 -1.9574  0.00
C: -5.3286 2.4134 -1.8701  0.00
C: -6.4587 1.6697 -1.7015  0.00
C: -6.3801 0.2595 -1.6136  0.00
C: -5.1759 -0.3746 -1.7115  0.00
C: -3.9816 0.3733 -1.8949  0.00
C: -2.7027 -0.2573 -1.9542  0.00
C: -2.5850 -1.7454 -1.7329  0.00
C: -2.8534 -2.6639 -2.7881  0.00
C: -3.3046 -2.2317 -4.0654  0.00
C: -3.5312 -3.1396 -5.0579  0.00
C: -3.3155 -4.5199 -4.8309  0.00
C: -2.8730 -4.9610 -3.6198  0.00
C: -2.6285 -4.0468 -2.5657  0.00
C: -2.1533 -4.4941 -1.3054  0.00
C: -1.9020 -3.6165 -0.2991  0.00
C: -2.1307 -2.2445 -0.5318  0.00
S: -1.6494 -1.0391 0.6553  0.01
O: -0.2046 -1.4379 1.0698  0.05
C: -2.6420 -1.3571 2.0631  0.00
C: -3.8264 -0.6382 2.1640  0.00
C: -4.6444 -0.8538 3.2640  0.00
C: -4.2816 -1.7615 4.2594  0.00
C: -5.1596 -1.9910 5.4610  0.00
C: -3.0745 -2.4550 4.1293  0.00
C: -2.2471 -2.2643 3.0363  0.00
H: 2.0716 -0.4794 -8.0885  0.00
H: 2.5877 1.1799 -7.7577  0.00
H: 0.9187 0.8468 -8.2015  0.00
H: 0.9601 -1.8010 -6.3638  0.00
H: 0.3100 -2.0663 -3.9894  0.00
H: 1.1686 2.0971 -3.3136  0.00
H: 1.8065 2.3376 -5.6759  0.00
H: -0.7389 2.5284 -2.1142  0.00
H: -2.9398 3.6313 -2.1141  0.00
H: -5.3867 3.4939 -1.9384  0.00
H: -7.4237 2.1572 -1.6359  0.00
H: -7.2857 -0.3186 -1.4759  0.00
H: -5.1222 -1.4553 -1.6552  0.00
H: -3.4705 -1.1757 -4.2413  0.00
H: -3.8796 -2.8058 -6.0273  0.00
H: -3.5040 -5.2286 -5.6279  0.00
H: -2.7030 -6.0173 -3.4484  0.00
H: -1.9863 -5.5546 -1.1548  0.00
H: -1.5304 -3.9557 0.6601  0.00
H: -4.1130 0.0656 1.3857  0.00
H: -5.5771 -0.3084 3.3534  0.00
H: -6.1113 -1.4707 5.3676  0.00
H: -4.6674 -1.6397 6.3701  0.00
H: -5.3619 -3.0547 5.5945  0.00
H: -2.7804 -3.1584 4.9005  0.00
H: -1.3049 -2.7928 2.9497  0.00
O: 0.2888 2.0888 1.6666  0.05
S: -1.2474 2.1771 1.7174  0.01
C: -1.6896 3.9128 1.3990  0.00
C: -2.0634 4.5459 2.7382  0.00
C: -2.6775 3.4228 3.5755  0.00
C: -1.6867 2.2708 3.4701  0.00
H: -2.5328 3.8822 0.7051  0.00
H: -0.8263 4.3484 0.8963  0.00
H: -2.7517 5.3767 2.5934  0.00
H: -1.1719 4.9336 3.2318  0.00
H: -3.6467 3.1296 3.1609  0.00
H: -2.8361 3.7067 4.6145  0.00
H: -2.0701 1.3037 3.7942  0.00
H: -0.7420 2.4856 3.9715  0.00

2 unconnected molecules or ions with the total composition C6H14N2O2 at a distorted geometry, computed with ωB97M-V with the def2-TZVPD basis set.

## Properties
- Kohn-Sham gap (eV) = 9.9
- electronic energy (eV) = -13524.91966
- HOMO level (eV) = -9.247
- energy above the lowest of the compared OMol25 structures with the same formula, charge and spin (kcal/mol) = 16.2
- lowest unoccupied orbital energy (eV) = 0.65

Last column: Mulliken charge in e.
Positions of all 24 atoms, in Å:
C: 0.3075 -2.6817 -0.3541  -0.73
N: 1.4796 -1.8918 -0.7218  -0.23
C: 1.9047 -0.8897 0.1163  0.66
C: 3.2401 -0.2728 -0.2619  -0.95
O: 1.2437 -0.5145 1.0644  -0.61
H: 0.2676 -2.7550 0.7192  0.30
H: -0.5859 -2.1324 -0.6417  0.10
H: 0.3936 -3.6745 -0.7772  0.36
H: 2.2316 -2.3632 -1.1817  0.25
H: 3.6292 -0.7804 -1.1420  0.32
H: 3.1593 0.7865 -0.4768  0.26
H: 3.8930 -0.4338 0.5868  0.27
C: -1.2852 1.3043 2.0665  -0.91
N: -1.6633 1.0287 0.7173  -0.08
C: -1.8131 2.0176 -0.2047  0.66
C: -2.2926 1.5184 -1.5520  -0.98
O: -1.5152 3.1743 -0.0016  -0.63
H: -0.2585 1.6541 2.1609  0.27
H: -1.8557 2.1090 2.5038  0.30
H: -1.3249 0.4573 2.7502  0.37
H: -1.7892 0.0848 0.4118  0.19
H: -1.8544 2.1327 -2.3326  0.30
H: -2.1396 0.4650 -1.7677  0.25
H: -3.3721 1.6571 -1.6813  0.27

A molecular structure, C24H32N4S5SbW at a distorted geometry, computed with ωB97M-V with the def2-TZVPD basis set.

## Properties
- Kohn-Sham gap (alpha / beta) (eV) = 3.3 / 3.6
- electronic energy (eV) = -93900.70860
- HOMO level (alpha / beta) (eV) = -8.774 / -9.186
- net charge = +1
- lowest unoccupied orbital energy (alpha / beta) (eV) = -5.52 / -5.57

Last column: Mulliken charge in e.
Positions of all 67 atoms, in Å:
W: 0.2992 -0.0853 0.0287  -0.36
S: 0.3898 2.9314 4.3501  -0.48
Sb: 2.3147 1.6145 4.1585  0.34
S: 2.6264 -0.2209 0.7800  -0.21
S: 1.4566 1.1556 1.6817  0.42
S: 3.5185 3.4943 3.5044  -0.51
C: 2.3451 -3.6297 0.5992  -1.28
C: 1.6837 -3.1821 1.8662  1.46
C: 2.1588 -3.5766 3.1099  -0.87
C: 1.5520 -3.1397 4.2739  -0.83
C: 0.4775 -2.2632 4.2210  -0.89
C: -0.0323 -1.8498 3.0007  0.56
C: -1.2239 -0.9336 2.8953  -1.02
C: 0.5633 -2.3366 1.8285  -1.00
N: 0.0002 -1.9593 0.5919  1.10
C: -0.7131 -2.8314 -0.1332  0.54
C: -1.0971 -4.1968 0.3358  -2.03
C: -1.1320 -2.2514 -1.3313  0.86
C: -2.0475 -2.9166 -2.3049  -1.89
N: -0.6932 -0.9855 -1.4419  1.45
C: -1.0386 -0.2224 -2.5837  -1.49
C: -2.0832 0.7010 -2.4778  1.44
C: -2.7663 0.8613 -1.1464  -0.82
C: -2.4119 1.4548 -3.5925  -1.09
C: -1.7098 1.2954 -4.7753  -0.77
C: -0.6371 0.4259 -4.8457  -1.10
C: -0.2757 -0.3455 -3.7502  1.53
C: 0.9224 -1.2448 -3.7411  -1.25
H: 3.3524 -3.9780 0.8087  0.47
H: 2.4008 -2.8085 -0.1199  0.18
H: 1.7936 -4.4437 0.1305  0.26
H: 3.0189 -4.2265 3.1640  0.47
H: 1.9145 -3.4881 5.2287  0.47
H: 0.0259 -1.9142 5.1377  0.51
H: -1.4507 -0.4786 3.8566  0.50
H: -2.1008 -1.4914 2.5607  0.27
H: -1.0357 -0.1112 2.1640  0.22
H: -0.5678 -4.4432 1.2526  0.38
H: -0.8677 -4.9437 -0.4212  0.44
H: -2.1690 -4.2332 0.5322  0.39
H: -2.9882 -3.1609 -1.8099  0.40
H: -1.6129 -3.8469 -2.6666  0.42
H: -2.2438 -2.2627 -3.1511  0.38
H: -3.5037 0.0735 -0.9927  0.32
H: -3.2771 1.8202 -1.0772  0.49
H: -2.0198 0.7768 -0.3162  -0.10
H: -3.2215 2.1666 -3.5379  0.47
H: -1.9927 1.8710 -5.6441  0.45
H: -0.0664 0.3497 -5.7589  0.48
H: 1.5621 -1.0359 -4.5923  0.50
H: 0.6299 -2.2930 -3.7749  0.27
H: 1.5007 -1.0963 -2.8200  0.15
S: 0.8221 1.8969 -1.4831  -0.35
C: 0.8057 3.2145 -0.3499  0.10
N: 1.8660 3.9849 -0.2253  -0.03
C: 1.9021 5.1401 0.6548  -0.14
C: 0.5023 5.7342 0.7562  -0.84
C: -0.4660 4.6386 1.1865  -0.27
N: -0.3124 3.4840 0.3126  0.29
H: 2.7046 3.7253 -0.7259  0.26
H: 2.6089 5.8596 0.2411  0.44
H: 2.2436 4.8275 1.6510  -0.15
H: 0.1903 6.1477 -0.2055  0.29
H: 0.4999 6.5360 1.4936  0.41
H: -1.4971 4.9817 1.1079  0.40
H: -0.2717 4.3448 2.2250  -0.10
H: -1.1254 2.9191 0.1063  0.07